No. 1
C6H12N2 | wB97M-V/def2-TZVPD

LUMO energy in eV: 0.9
Multiplicity: 1
ΔE to the lowest compared entry with this formula, charge and spin in kcal per mole: 123.6
Orbital gap in Ha: 0.3583
SMILES: C/N=C\NC1CCC1
E_tot in eV: -9391.4918
HOMO level in eV: -8.86
Largest force on an atom in eV/A: 5.99

The geometry in XYZ format:
```
20
Properties=species:S:1:pos:R:3:forces:R:3
N 0.187172 -0.464166 -2.518630 1.8 -1.3 -4.1
N 0.402946 0.014280 -0.232384 2.8 0.8 -1.0
C -0.283822 0.021285 -1.519789 -1.7 0.9 5.7
C 0.271852 0.688667 2.045889 1.9 1.8 3.6
C -0.782943 -0.322906 2.647636 2.1 0.6 1.4
C 1.687857 -0.696495 -2.606970 -1.3 1.5 -1.3
C -0.274339 0.748644 0.753091 -4.7 1.8 -2.3
C -1.518588 -0.026463 1.249501 -4.0 -0.8 -0.4
H 0.290238 1.826089 2.303111 0.2 -2.4 1.2
H -1.843295 -0.905061 0.557130 0.9 1.1 1.5
H 1.842781 -0.442711 -3.818237 0.3 -1.1 3.5
H 1.255173 0.296369 1.940040 1.3 -0.1 0.8
H -2.560279 0.592956 1.265502 2.6 -1.1 0.4
H -0.285093 -1.323802 2.840986 -0.7 0.8 -1.2
H -0.959880 -0.102499 3.781679 -1.2 0.2 -2.3
H 2.071800 0.230950 -1.951066 0.3 -2.5 -1.6
H 1.987759 -1.800135 -2.280731 -0.4 2.6 -0.7
H 1.543202 0.035633 -0.087631 -4.0 0.0 -1.1
H -1.431242 0.399953 -1.306560 2.8 -1.0 -1.1
H -0.642098 1.865069 0.596717 1.0 -2.0 -1.0
```
Positions in Å, forces in eV/Å.



No. 2
C6H12N2 | wB97M-V/def2-TZVPD

LUMO energy in eV: 0.9
Multiplicity: 1
ΔE to the lowest compared entry with this formula, charge and spin in kcal per mole: 157.0
Orbital gap in Ha: 0.3507
SMILES: C=CC(C)(C)/C=N/N
E_tot in eV: -9390.0427
HOMO level in eV: -8.65
Largest force on an atom in eV/A: 9.32

The geometry in XYZ format:
```
20
Properties=species:S:1:pos:R:3:forces:R:3
N 1.579179 2.820230 0.526298 1.2 2.6 -1.1
N 0.708374 2.134819 -0.432651 1.9 -1.3 5.0
C -1.447983 -0.815617 0.717157 1.0 4.9 1.0
C 0.438321 1.152648 0.352137 -2.7 -3.2 -1.0
C -0.174343 -0.186044 -0.103449 -2.6 -2.5 -1.6
C -0.742326 -0.120434 -1.605973 5.8 7.2 0.7
C -1.872091 -1.997436 1.046471 1.0 -4.0 1.1
C 1.013195 -1.209763 -0.338047 0.1 4.9 0.5
H 0.240524 -0.164876 -2.241840 -1.8 -0.3 0.8
H 0.786210 1.092545 1.439838 -0.6 -0.1 -1.4
H 1.717485 -0.254660 -0.773838 -1.3 -3.7 -0.7
H 1.827807 2.180722 1.394174 0.4 2.8 -2.9
H 0.515440 -2.120936 -0.763289 1.7 0.8 0.0
H -0.859718 1.111606 -1.748591 -1.2 -3.4 -0.2
H -2.066280 0.033354 1.213567 0.8 -1.2 -1.3
H -2.732171 -2.247511 1.684319 0.0 1.0 -0.5
H -1.290351 -2.981190 0.986603 -0.4 1.5 -0.8
H 2.155363 3.578807 0.023698 -0.9 -2.1 1.8
H 1.571478 -1.173844 0.567845 0.2 -1.8 1.2
H -1.368113 -0.832420 -1.944428 -2.6 -1.9 -0.7
```
Positions in Å, forces in eV/Å.



No. 3
C6H12N2 | wB97M-V/def2-TZVPD

LUMO energy in eV: 0.4
Multiplicity: 1
ΔE to the lowest compared entry with this formula, charge and spin in kcal per mole: 82.2
Orbital gap in Ha: 0.2951
E_tot in eV: -9393.2852
HOMO level in eV: -7.67
Largest force on an atom in eV/A: 3.78

The geometry in XYZ format:
```
20
Properties=species:S:1:pos:R:3:forces:R:3
N 2.094680 -0.876757 -1.161750 0.4 -0.1 0.1
N -2.322942 -1.528475 0.178900 0.7 2.3 0.6
C -1.229922 -1.274253 -0.310541 -1.4 -2.8 -1.4
C 0.295503 0.233336 1.692049 -0.1 -0.2 -0.3
C 0.792214 -0.374338 -1.154543 -1.9 2.7 1.9
C -0.924140 1.704860 0.013633 -0.1 -0.4 -0.2
C -0.248862 -1.397580 -1.190254 0.3 0.1 0.5
C 0.243747 0.769664 0.271416 2.4 -0.5 -1.5
H 1.157733 1.358628 0.132130 -0.1 0.2 0.2
H 1.121939 -0.466520 1.829058 0.0 0.0 0.0
H -2.720286 -1.133061 1.023057 0.0 -0.9 0.0
H 2.282034 -1.616361 -0.499652 0.1 0.2 0.0
H -0.174744 -2.245713 -1.862001 -0.2 -0.2 0.3
H -1.879321 1.214041 0.205199 -0.1 0.0 -0.1
H -0.877633 2.578312 0.671584 0.1 -0.1 0.0
H -0.931020 2.063512 -1.017268 0.0 0.0 0.0
H 0.440000 1.055983 2.398932 -0.1 0.0 0.0
H 2.838545 -0.203932 -1.277177 -0.1 -0.1 0.2
H -0.631563 -0.274231 1.954045 0.0 -0.1 0.2
H 0.674036 0.412887 -1.896817 0.2 -0.1 -0.4
```
Positions in Å, forces in eV/Å.



No. 4
C6H12N2 | wB97M-V/def2-TZVPD

LUMO energy in eV: 0.9
Multiplicity: 1
ΔE to the lowest compared entry with this formula, charge and spin in kcal per mole: 23.8
Orbital gap in Ha: 0.3723
SMILES: [H]/N=C\[C@@H](C)N=C(C)C
E_tot in eV: -9395.8166
HOMO level in eV: -9.26
Largest force on an atom in eV/A: 1.76

The geometry in XYZ format:
```
20
Properties=species:S:1:pos:R:3:forces:R:3
N -0.645897 2.861363 0.201255 -0.4 0.0 -0.2
N -0.211246 0.179164 0.375260 0.0 -1.1 0.9
C 0.667835 0.821749 -0.550154 -1.1 0.8 0.6
C 2.038606 1.092416 0.078798 -0.2 0.0 -0.1
C -0.681616 -0.984696 0.236044 0.2 0.0 0.2
C -0.329342 -1.968118 -0.850827 0.3 0.1 0.1
C -0.091817 2.161061 -0.684209 1.4 0.6 -1.0
C -1.628394 -1.475037 1.289073 -0.1 -0.1 0.0
H 1.913903 1.427540 1.110705 -0.1 0.0 -0.1
H 2.635149 0.184893 0.085470 0.2 -0.1 0.0
H -1.863760 -0.677566 1.986571 0.0 0.0 0.0
H -0.726944 2.378080 1.090254 0.2 -0.3 0.2
H -0.599127 -1.584137 -1.828212 0.0 0.0 -0.2
H 2.556762 1.873656 -0.479096 0.1 -0.1 0.0
H -2.546710 -1.848939 0.831712 0.0 0.0 0.0
H 0.748299 -2.165788 -0.845796 -0.1 0.0 -0.1
H -0.850169 -2.902478 -0.690136 -0.1 -0.2 0.0
H 0.013435 2.610045 -1.670408 -0.1 0.2 -0.2
H -1.168255 -2.300774 1.835206 0.0 -0.1 0.0
H 0.769286 0.317568 -1.521509 0.0 0.2 0.0
```
Positions in Å, forces in eV/Å.



No. 5
C6H12N2 | wB97M-V/def2-TZVPD

LUMO energy (spin up / spin down) in eV: 0.5 / 0.5
Multiplicity: 1
ΔE to the lowest compared entry with this formula, charge and spin in kcal per mole: 96.0
Orbital gap (spin up / spin down) in Ha: 0.2533 / 0.2537
SMILES: CC(C)CC(N)=C=N
E_tot in eV: -9392.6876
HOMO level (spin up / spin down) in eV: -6.37 / -6.37
Largest force on an atom in eV/A: 3.87

The geometry in XYZ format:
```
20
Properties=species:S:1:pos:R:3:forces:R:3
N -2.134878 0.500797 1.108203 -2.8 -0.4 0.6
N 0.460980 -0.843922 2.711325 -0.3 -0.6 0.4
C 1.046232 -0.827296 0.304944 -1.5 2.1 -2.9
C 0.271666 1.636096 -0.959999 -0.1 0.1 0.2
C 0.085021 -0.642217 1.392594 -0.2 1.0 -1.1
C 0.497882 0.144691 -1.144072 2.1 -1.3 1.4
C -0.553401 -0.522045 -2.016132 -0.1 -0.2 0.2
C -1.100096 -0.106800 1.084972 2.3 -1.6 1.1
H 2.067857 -0.562894 0.596537 -0.1 0.0 -0.3
H 1.293662 -1.397925 2.874086 -0.7 0.2 0.5
H -0.395730 -1.603243 -2.077032 -0.1 0.1 0.0
H -0.495151 -0.133131 -3.041224 0.0 0.0 0.2
H -0.077712 -0.346218 3.410216 0.9 -0.5 0.1
H -2.471047 0.715443 2.052717 0.2 1.5 -0.7
H 0.483516 2.159039 -1.900815 0.0 -0.1 0.1
H 0.932675 2.053373 -0.195196 -0.1 0.0 0.0
H -0.763678 1.872160 -0.705016 0.1 0.0 0.1
H -1.567627 -0.335701 -1.656409 0.0 -0.1 0.0
H 0.962697 -1.797617 -0.180144 0.4 -0.3 0.3
H 1.457131 0.037409 -1.659553 -0.1 0.1 -0.2
```
Positions in Å, forces in eV/Å.